(1)
Formula: C45H88F3O15SV
Source: the OMol25 dataset
Level of theory: ωB97M-V/def2-TZVPD

For the LUMO energy (alpha / beta), the calculation gives -4.45 / -4.09 eV. As for the expectation value of S²: 0.782. As for the net charge: +1. For the gap between HOMO and LUMO (alpha / beta), the calculation gives 6.45 / 6.81 eV. As for the spin multiplicity: 2. The calculation puts the highest occupied orbital energy (alpha / beta) at -10.90 / -10.90 eV.

Cartesian coordinates (Å):
O1 3.199 0.141 -1.382
V1 2.874 -0.060 0.117
C1 -1.654 -0.273 0.658
F1 -1.234 -1.294 1.379
F2 -2.877 -0.505 0.235
F3 -1.664 0.848 1.373
S1 -0.510 -0.041 -0.810
O2 -0.941 1.149 -1.509
O3 0.820 0.134 -0.201
O4 -0.622 -1.295 -1.524
C2 -3.553 -5.151 0.325
C3 -2.739 -4.280 -0.598
C4 -1.350 -4.249 0.068
O5 -1.246 -5.496 0.742
C5 -2.505 -6.159 0.852
H1 -4.387 -5.672 -0.141
H2 -3.896 -4.576 1.187
H3 -3.128 -3.269 -0.732
H4 -2.666 -4.705 -1.601
H5 -1.325 -3.419 0.782
H6 -0.569 -4.126 -0.681
H7 -2.723 -6.360 1.900
H8 -2.468 -7.068 0.250
C6 3.669 4.345 0.831
C7 2.278 4.504 0.204
C8 1.753 3.082 0.205
O6 2.920 2.241 0.097
C9 4.120 3.040 0.189
H9 3.511 4.231 1.906
H10 4.371 5.155 0.657
H11 2.361 4.939 -0.795
H12 1.560 5.145 0.719
H13 1.050 2.898 -0.611
H14 1.199 2.837 1.112
H15 4.419 3.140 -0.859
H16 4.984 2.609 0.701
C10 1.958 -4.111 1.521
C11 2.818 -3.780 2.728
C12 3.435 -2.425 2.354
O7 2.637 -1.909 1.262
C13 1.452 -2.721 1.160
H17 1.145 -4.817 1.679
H18 2.615 -4.447 0.719
H19 3.595 -4.505 2.969
H20 2.190 -3.663 3.613
H21 4.454 -2.562 1.988
H22 3.417 -1.796 3.244
H23 1.001 -2.759 0.168
H24 0.698 -2.352 1.854
C14 2.814 -4.094 -3.014
C15 3.774 -4.557 -1.914
C16 4.204 -3.180 -1.410
O8 3.000 -2.418 -1.363
C17 2.135 -2.845 -2.446
H25 2.186 -4.869 -3.452
H26 3.393 -3.763 -3.884
H27 4.627 -5.163 -2.205
H28 3.184 -5.071 -1.154
H29 4.941 -2.727 -2.081
H30 4.648 -3.164 -0.410
H31 2.133 -2.025 -3.165
H32 1.108 -3.007 -2.127
C18 -0.183 6.781 -0.216
C19 -0.433 5.591 -1.141
C20 -1.052 4.562 -0.220
O9 -0.343 4.747 1.021
C21 -0.189 6.154 1.186
H33 -1.025 7.472 -0.327
H34 0.678 7.418 -0.412
H35 0.548 5.239 -1.476
H36 -1.073 5.776 -2.003
H37 -0.952 3.526 -0.544
H38 -2.112 4.736 -0.007
H39 0.694 6.358 1.790
H40 -1.066 6.515 1.737
C22 0.962 3.905 -3.746
C23 2.446 4.284 -3.915
C24 3.227 2.954 -3.861
O10 2.205 1.958 -3.579
C25 0.995 2.443 -4.153
H41 0.260 4.533 -4.286
H42 0.749 3.916 -2.674
H43 2.761 5.012 -3.165
H44 2.652 4.772 -4.871
H45 3.862 2.896 -2.981
H46 3.657 2.686 -4.824
H47 0.163 1.900 -3.706
H48 1.048 2.277 -5.234
C26 -2.747 3.948 -4.712
C27 -3.232 5.356 -4.437
C28 -4.118 5.165 -3.200
O11 -3.448 4.147 -2.475
C29 -2.607 3.349 -3.282
H49 -1.861 3.873 -5.342
H50 -3.518 3.373 -5.233
H51 -3.686 5.841 -5.301
H52 -2.418 6.013 -4.113
H53 -5.138 4.823 -3.407
H54 -4.217 6.084 -2.621
H55 -2.835 2.286 -3.307
H56 -1.590 3.529 -2.920
C30 -1.546 -4.319 -5.561
C31 -1.752 -3.650 -4.207
C32 -1.328 -2.223 -4.483
O12 -1.768 -1.962 -5.811
C33 -1.775 -3.167 -6.571
H57 -2.190 -5.184 -5.711
H58 -0.514 -4.676 -5.653
H59 -1.242 -4.120 -3.364
H60 -2.811 -3.664 -3.933
H61 -0.241 -2.131 -4.383
H62 -1.864 -1.530 -3.840
H63 -0.998 -3.113 -7.331
H64 -2.746 -3.400 -7.014
C34 -3.614 0.875 4.530
C35 -4.381 0.228 3.373
C36 -4.924 -1.063 3.987
O13 -5.192 -0.718 5.329
C37 -4.178 0.173 5.777
H65 -3.835 1.939 4.594
H66 -2.545 0.708 4.399
H67 -3.731 0.101 2.515
H68 -5.281 0.785 3.110
H69 -4.239 -1.914 3.851
H70 -5.858 -1.404 3.539
H71 -3.417 -0.329 6.385
H72 -4.612 0.885 6.481
C38 1.273 1.182 4.193
C39 2.560 1.985 3.971
C40 3.346 1.072 3.058
O14 2.353 0.528 2.166
C41 1.050 0.641 2.787
H73 0.460 1.785 4.590
H74 1.494 0.429 4.954
H75 3.092 2.245 4.887
H76 2.335 2.945 3.498
H77 3.873 0.306 3.629
H78 4.071 1.678 2.510
H79 0.503 -0.303 2.819
H80 0.412 1.335 2.240
C42 -0.757 -4.254 4.810
C43 0.370 -3.754 5.734
C44 0.405 -2.254 5.520
O15 -0.154 -2.002 4.237
C45 -1.103 -3.018 3.938
H81 -1.653 -4.535 5.362
H82 -0.492 -5.122 4.208
H83 1.322 -4.241 5.520
H84 0.117 -4.097 6.738
H85 1.436 -1.894 5.488
H86 -0.108 -1.741 6.339
H87 -1.182 -3.320 2.892
H88 -2.097 -2.628 4.180



(2)
Formula: C22H23F3N
Source: the OMol25 dataset
Level of theory: ωB97M-V/def2-TZVPD

Its structure (SMILES) is C[C@@H]([NH2+]CCCc1cccc(C(F)(F)F)c1)c1cccc2ccccc12. For the LUMO energy, the calculation gives -3.26 eV. As for the net charge: +1. For the gap between HOMO and LUMO, the calculation gives 7.80 eV. The calculation puts the highest occupied orbital energy at -11.06 eV.

Cartesian coordinates (Å):
C1 1.736 3.084 1.057
H1 1.253 3.966 1.174
H2 2.119 2.721 1.895
C2 0.929 2.105 0.077
C3 -0.484 1.626 0.466
C4 -0.868 1.820 2.006
C5 -2.189 1.500 2.598
C6 -3.108 1.282 1.439
C7 -2.872 1.153 0.089
C8 -3.800 0.701 -0.723
C9 -3.639 0.790 -2.026
C10 -2.387 0.894 -2.631
C11 -1.250 0.991 -1.798
C12 -1.484 1.459 -0.268
H3 -0.300 1.313 -2.236
H4 -2.151 0.626 -3.454
H5 -4.327 0.137 -2.675
H6 -4.866 0.522 -0.238
H7 -3.981 1.169 1.851
H8 -2.331 1.768 3.604
H9 -0.115 2.224 2.574
H10 0.665 2.671 -0.738
N1 1.622 0.947 0.003
H11 1.946 0.631 1.041
H12 0.954 0.257 -0.547
C13 2.812 0.848 -1.056
C14 3.511 -0.673 -1.013
H13 4.363 -0.241 -1.750
H14 3.857 -0.669 0.091
C15 2.682 -1.743 -1.323
C16 1.651 -1.983 -0.395
C17 0.245 -2.095 -0.749
C18 -0.604 -2.431 0.367
C19 -0.231 -2.998 1.583
C20 1.115 -2.951 1.889
C21 2.104 -2.307 0.954
H15 3.146 -2.563 0.959
H16 1.490 -3.195 3.118
H17 -0.947 -3.140 2.360
C22 -2.222 -2.402 0.134
F1 -2.319 -2.141 -1.022
F2 -2.719 -3.707 0.344
F3 -2.922 -1.843 0.942
H18 -0.130 -1.929 -1.576
H19 2.039 -1.452 -2.415
H20 3.476 -2.615 -1.562
H21 3.483 1.548 -0.786
H22 2.426 0.834 -1.998
H23 2.621 3.491 0.360



(3)
Formula: C3H7O2
Source: the OMol25 dataset
Level of theory: ωB97M-V/def2-TZVPD

Its structure (SMILES) is COCC[O-]. For the LUMO energy, the calculation gives 4.05 eV. As for the net charge: -1. For the gap between HOMO and LUMO, the calculation gives 6.21 eV. The calculation puts the highest occupied orbital energy at -2.16 eV.

Cartesian coordinates (Å):
C1 2.397 0.066 -1.006
O1 1.140 -0.449 -0.677
C2 0.060 0.368 -1.112
H1 3.158 -0.672 -0.717
H2 2.479 0.264 -2.091
H3 2.598 1.014 -0.474
H4 -0.254 0.041 -2.124
H5 0.281 1.435 -0.898
O2 -1.307 0.367 1.172
C3 -1.383 0.041 -0.101
H6 -2.171 0.583 -0.687
H7 -1.572 -1.044 -0.302



(4)
Formula: C4H11NO2
Source: the OMol25 dataset
Level of theory: ωB97M-V/def2-TZVPD

Its structure (SMILES) is C[C@@H](O)[C@H](N)CO. For the LUMO energy, the calculation gives 0.78 eV. As for the net charge: 0. For the gap between HOMO and LUMO, the calculation gives 10.47 eV. The calculation puts the highest occupied orbital energy at -9.69 eV.

Cartesian coordinates (Å):
C1 1.076 -0.922 1.130
O1 1.110 -0.743 2.573
C2 -0.037 -0.062 0.503
C3 -0.340 -0.461 -0.941
C4 -1.525 0.333 -1.488
O2 0.841 -0.115 -1.662
N1 0.024 1.414 0.722
H1 2.081 -0.762 0.756
H2 0.748 -1.962 1.067
H3 -0.898 -0.227 1.157
H4 -0.457 -1.552 -0.865
H5 -1.376 1.376 -1.234
H6 -1.611 0.186 -2.565
H7 -2.379 -0.046 -0.913
H8 0.687 -0.064 -2.604
H9 0.499 1.649 1.582
H10 0.669 1.798 0.030
H11 0.888 0.159 2.751



These records have ΔE to the lowest compared entry with this formula, charge and spin values of 0.0000 12.1409 3.2641 1.5647 eV, in the order they appear.